# 1
ORCA calculation (ωB97M-V/def2-TZVPD) on C25H25N3PSTc as an isolated structure.

Results
- 2S+1: 4
- Electronic energy: -53096.1747 eV
- Total charge: +3
- HOMO level (spin up / spin down): -17.14 / -17.17 eV
- HOMO-LUMO gap (spin up / spin down): 6.1 / 5.5 eV

Last column: Mulliken charge in e.
Atoms and positions in Å:
1 Tc -0.29 0.23 -0.22  -0.380
2 C 1.07 -2.35 4.44  -0.575
3 C 0.21 -2.50 3.35  -0.960
4 C 0.19 -1.52 2.38  -0.287
5 C 1.01 -0.40 2.50  1.050
6 C 1.87 -0.24 3.59  -0.297
7 C 1.89 -1.24 4.55  -0.681
8 N 0.90 0.58 1.48  0.865
9 N 1.45 1.69 1.61  -0.793
10 C 1.16 2.56 0.55  0.516
11 C 1.67 3.84 0.57  -0.509
12 C 1.34 4.71 -0.47  -0.574
13 C 0.49 4.30 -1.50  -0.741
14 C -0.03 3.00 -1.52  -0.258
15 C 0.29 2.12 -0.49  0.705
16 H 1.09 -3.12 5.20  0.468
17 H -0.43 -3.36 3.27  0.470
18 H -0.48 -1.64 1.52  0.145
19 H 2.50 0.63 3.67  0.499
20 H 2.55 -1.14 5.40  0.449
21 H 2.31 4.15 1.38  0.563
22 H 1.73 5.72 -0.48  0.461
23 H 0.24 4.99 -2.29  0.475
24 H -0.68 2.70 -2.33  0.513
25 S -2.09 -0.01 -1.71  -0.439
26 C -3.55 0.83 -1.19  0.831
27 N -4.61 0.68 -2.01  -0.020
28 C -5.82 1.23 -1.78  -0.237
29 C -6.01 2.00 -0.66  -0.614
30 C -4.94 2.18 0.21  -0.397
31 C -3.71 1.60 -0.05  -0.418
32 H -4.50 0.12 -2.85  0.282
33 H -6.58 1.03 -2.51  0.455
34 H -6.98 2.44 -0.47  0.439
35 H -5.07 2.78 1.11  0.445
36 H -2.89 1.74 0.63  0.364
37 C 2.95 0.36 -1.64  -1.455
38 P 1.41 -0.55 -1.70  1.323
39 C 0.86 -0.64 -3.41  -1.197
40 C 1.52 -2.14 -0.93  0.848
41 C 0.49 -3.07 -1.12  -0.499
42 C 0.55 -4.29 -0.47  -0.770
43 C 1.62 -4.58 0.37  -0.526
44 C 2.64 -3.65 0.57  -0.851
45 C 2.59 -2.43 -0.06  -0.445
46 H 3.26 0.58 -0.61  0.426
47 H 2.83 1.30 -2.18  0.391
48 H 3.72 -0.25 -2.12  0.533
49 H 1.64 -1.14 -3.98  0.469
50 H 0.72 0.37 -3.80  0.371
51 H -0.07 -1.20 -3.52  0.430
52 H -0.33 -2.87 -1.81  0.291
53 H -0.23 -5.03 -0.64  0.473
54 H 1.67 -5.54 0.86  0.482
55 H 3.47 -3.90 1.21  0.483
56 H 3.39 -1.71 0.09  0.407

***

# 2
ORCA calculation (ωB97M-V/def2-TZVPD) on one molecule with the formula C25H25NO3 at a distorted geometry.

Results
- ΔE to the lowest compared entry with this formula, charge and spin: 1.299 eV
- 2S+1: 1
- Electronic energy: -33962.0553 eV
- HOMO level: -8.64 eV
- SMILES: CCOC(=O)[C@@H](N=C(c1ccccc1)c1ccccc1)[C@H](OC)c1ccccc1
- HOMO-LUMO gap: 8.8 eV

Last column: Mulliken charge in e.
Atoms and positions in Å:
1 C 3.29 0.74 3.53  -0.606
2 O 1.96 1.09 3.97  -0.371
3 C 1.07 -0.01 3.98  -0.247
4 C -0.30 0.45 3.48  -0.386
5 C -1.01 -0.46 2.71  -0.416
6 C -2.32 -0.19 2.33  -0.725
7 C -2.91 1.00 2.76  -0.454
8 C -2.18 1.95 3.48  -0.699
9 C -0.84 1.69 3.82  -0.255
10 H 3.73 1.65 3.10  0.284
11 H 3.89 0.41 4.39  0.139
12 H 3.27 -0.07 2.78  0.334
13 H 1.43 -0.76 3.26  0.909
14 H -0.50 -1.39 2.46  0.411
15 H -2.86 -0.93 1.74  0.391
16 H -3.95 1.19 2.50  0.367
17 H -2.64 2.89 3.79  0.380
18 H -0.23 2.43 4.34  0.493
19 C 0.89 -5.14 6.98  -1.213
20 C 0.72 -4.36 5.70  -0.191
21 O 0.93 -2.96 6.07  -0.261
22 C 0.74 -2.18 5.00  -0.251
23 C 0.93 -0.68 5.25  0.992
24 N 2.12 -0.57 6.08  -0.301
25 C 2.58 0.39 6.81  -0.218
26 C 2.05 1.78 6.94  0.767
27 C 2.94 2.87 6.90  -0.542
28 C 2.50 4.18 7.10  -0.879
29 C 1.13 4.43 7.26  -0.438
30 C 0.23 3.36 7.25  -0.730
31 C 0.68 2.05 7.10  -0.187
32 C 3.87 0.01 7.47  0.915
33 C 4.53 0.79 8.44  -0.233
34 C 5.81 0.43 8.87  -0.800
35 C 6.41 -0.74 8.40  -0.419
36 C 5.72 -1.56 7.49  -0.652
37 C 4.45 -1.19 7.06  -0.609
38 O 0.48 -2.67 3.91  -0.631
39 H 0.82 -6.21 6.79  0.400
40 H 1.87 -4.93 7.43  0.300
41 H 0.10 -4.87 7.68  0.293
42 H 1.46 -4.65 4.94  0.312
43 H -0.29 -4.46 5.29  0.308
44 H 0.04 -0.32 5.81  0.349
45 H 4.01 2.68 6.74  0.648
46 H 3.22 4.99 7.15  0.394
47 H 0.77 5.45 7.40  0.395
48 H -0.84 3.54 7.38  0.426
49 H -0.01 1.21 7.14  0.413
50 H 4.03 1.66 8.85  0.593
51 H 6.34 1.07 9.57  0.371
52 H 7.41 -1.03 8.74  0.373
53 H 6.16 -2.49 7.12  0.390
54 H 3.88 -1.84 6.38  0.364

***

# 3
ORCA calculation (ωB97M-V/def2-TZVPD) on C25H26CdN4OS6Se as an isolated structure at a distorted geometry.

Results
- ΔE to the lowest compared entry with this formula, charge and spin: 0.000 eV
- 2S+1: 1
- Electronic energy: -169276.5822 eV
- HOMO level: -7.24 eV
- HOMO-LUMO gap: 7.2 eV

Last column: Mulliken charge in e.
Atoms and positions in Å:
1 Cd -0.02 -0.21 0.78  0.896
2 S 0.36 -4.56 6.27  -0.253
3 C 0.65 -3.51 5.06  0.070
4 S 0.77 -4.05 3.43  -0.072
5 C 1.02 -2.49 2.64  0.109
6 C 1.18 -1.44 3.47  -0.060
7 S 1.07 0.27 3.09  -0.742
8 S 1.09 -1.85 5.19  -0.132
9 S 0.84 -2.48 0.89  -0.295
10 N 3.79 0.60 2.11  0.096
11 C 3.57 1.42 0.88  -0.044
12 C 4.64 1.06 -0.16  -0.975
13 N 4.67 -0.34 -0.45  -0.178
14 C 4.95 -1.14 0.74  -0.975
15 C 4.02 -0.87 1.89  0.309
16 H 2.88 0.66 2.66  0.061
17 H 4.56 1.00 2.61  0.376
18 H 3.57 2.47 1.17  0.429
19 H 2.60 1.11 0.48  -0.136
20 H 5.62 1.39 0.20  0.361
21 H 4.46 1.63 -1.07  0.420
22 H 3.81 -0.61 -0.84  0.157
23 H 5.99 -0.94 1.01  0.386
24 H 4.89 -2.21 0.49  0.342
25 H 4.35 -1.31 2.83  0.478
26 H 3.04 -1.23 1.66  -0.486
27 C -1.06 -2.47 -2.25  -0.990
28 N 0.41 -2.64 -2.25  0.329
29 C 1.31 -1.65 -2.27  -0.524
30 Se 0.96 0.19 -2.13  -0.358
31 N 2.53 -2.21 -2.35  0.162
32 C 2.43 -3.60 -2.32  0.532
33 C 3.39 -4.59 -2.23  -0.788
34 C 2.95 -5.89 -2.10  -0.563
35 C 1.57 -6.16 -2.07  -0.630
36 C 0.62 -5.18 -2.13  -0.782
37 C 1.06 -3.87 -2.28  0.647
38 H -1.22 -1.40 -2.10  0.306
39 H -1.49 -2.99 -1.39  0.325
40 H -1.45 -2.84 -3.19  0.351
41 H 3.33 -1.66 -2.54  0.440
42 H 4.46 -4.35 -2.28  0.384
43 H 3.67 -6.71 -2.11  0.399
44 H 1.24 -7.20 -2.02  0.366
45 H -0.43 -5.45 -2.12  0.433
46 C -8.82 6.63 -0.20  -1.061
47 C -7.66 5.73 -0.01  0.737
48 O -7.70 4.65 0.50  -0.524
49 S -6.19 6.46 -0.74  -0.226
50 C -5.02 5.13 -0.55  0.073
51 C -4.47 4.87 0.70  -0.256
52 C -3.55 3.86 0.86  -0.652
53 C -3.19 3.11 -0.26  0.402
54 C -3.73 3.36 -1.50  -0.749
55 C -4.68 4.35 -1.64  -0.248
56 C -2.25 2.03 -0.05  0.248
57 C -1.50 1.13 0.26  -0.605
58 H -9.46 6.61 0.70  0.304
59 H -9.41 6.27 -1.02  0.272
60 H -8.49 7.65 -0.36  0.363
61 H -4.78 5.45 1.55  0.420
62 H -3.11 3.62 1.81  0.459
63 H -3.45 2.77 -2.36  0.416
64 H -5.16 4.58 -2.57  0.444

***

# 4
ORCA calculation (ωB97M-V/def2-TZVPD) on C25H26Cl2N11O2PS3SeZr as an isolated structure at a distorted geometry.

Results
- ΔE to the lowest compared entry with this formula, charge and spin: 1.352 eV
- 2S+1: 1
- Electronic energy: -180288.2641 eV
- Total charge: +2
- HOMO level: -12.54 eV
- HOMO-LUMO gap: 5.3 eV

Last column: Mulliken charge in e.
Atoms and positions in Å:
1 Zr 0.03 0.86 0.79  -0.764
2 S -0.37 0.21 -1.68  -0.539
3 C 0.52 -1.29 -1.72  0.193
4 N 0.89 -1.94 -2.80  -0.365
5 N 0.64 -1.43 -3.95  0.350
6 C 1.02 -2.09 -5.16  0.803
7 C 1.62 -3.34 -5.12  -0.365
8 C 1.97 -3.93 -6.33  -0.532
9 C 1.74 -3.28 -7.53  -0.567
10 C 1.14 -2.03 -7.54  -0.578
11 C 0.77 -1.42 -6.35  -0.520
12 N 0.93 -1.94 -0.59  -0.785
13 N 0.73 -1.38 0.53  1.223
14 C 1.34 -2.13 1.63  0.335
15 C 2.29 -3.11 1.35  -0.485
16 C 2.90 -3.77 2.40  -0.714
17 C 2.59 -3.46 3.72  -0.584
18 C 1.64 -2.48 3.98  -0.991
19 C 1.02 -1.81 2.94  0.167
20 H 0.19 -0.52 -4.03  0.232
21 H 1.79 -3.85 -4.19  0.421
22 H 2.44 -4.91 -6.32  0.384
23 H 2.02 -3.75 -8.47  0.400
24 H 0.95 -1.52 -8.48  0.381
25 H 0.31 -0.44 -6.35  0.329
26 H 2.54 -3.36 0.33  0.505
27 H 3.64 -4.53 2.18  0.434
28 H 3.07 -3.99 4.53  0.458
29 H 1.37 -2.25 5.01  0.502
30 H 0.26 -1.08 3.17  0.299
31 S -1.93 -0.77 1.43  -0.348
32 C -2.47 0.21 2.73  1.001
33 S -1.23 1.34 3.31  -0.361
34 C -3.74 0.24 3.22  0.289
35 C -4.75 -0.51 2.54  -0.051
36 N -5.53 -1.04 1.88  -0.461
37 C -4.11 1.18 4.23  0.025
38 N -4.34 2.03 4.96  -0.505
39 Cl 0.54 3.93 1.72  -0.013
40 C 0.84 4.55 0.08  -0.431
41 Cl 0.88 3.20 -1.07  0.042
42 H 1.80 5.04 0.08  0.432
43 H 0.03 5.21 -0.20  0.374
44 N -3.22 3.44 2.36  -0.411
45 C -3.97 2.92 1.21  -0.568
46 P -2.91 2.55 -0.21  1.012
47 O -2.80 3.62 -1.24  -0.932
48 O -1.58 2.05 0.38  0.014
49 C -3.77 1.17 -1.08  -1.023
50 N -3.55 1.41 -2.54  -0.092
51 H -2.02 2.49 2.89  0.240
52 H -3.84 3.52 3.17  0.270
53 H -2.85 4.36 2.18  0.283
54 H -4.76 3.59 0.85  0.512
55 H -4.44 1.98 1.50  0.174
56 H -4.84 1.24 -0.88  0.490
57 H -3.42 0.18 -0.81  0.325
58 H -4.34 1.12 -3.11  0.412
59 H -2.71 0.90 -2.86  0.141
60 H -3.37 2.44 -2.65  0.444
61 Se 3.81 0.02 -0.68  0.370
62 N 4.79 -0.16 0.77  -0.750
63 C 4.08 0.23 1.81  0.383
64 C 4.44 0.23 3.20  -0.549
65 C 3.50 0.65 4.08  -0.813
66 C 2.19 1.04 3.65  -0.287
67 N 1.83 1.08 2.40  0.518
68 C 2.79 0.71 1.49  0.912
69 N 2.42 0.73 0.22  -0.162
70 H 5.42 -0.10 3.51  0.522
71 H 3.71 0.66 5.14  0.471
72 H 1.44 1.29 4.40  0.475

***

What did the second record say?
ORCA calculation (ωB97M-V/def2-TZVPD) on one molecule with the formula C25H25NO3 at a distorted geometry.

Results
- ΔE to the lowest compared entry with this formula, charge and spin: 1.299 eV
- 2S+1: 1
- Electronic energy: -33962.0553 eV
- HOMO level: -8.64 eV
- SMILES: CCOC(=O)[C@@H](N=C(c1ccccc1)c1ccccc1)[C@H](OC)c1ccccc1
- HOMO-LUMO gap: 8.8 eV

Last column: Mulliken charge in e.
Atoms and positions in Å:
1 C 3.29 0.74 3.53  -0.606
2 O 1.96 1.09 3.97  -0.371
3 C 1.07 -0.01 3.98  -0.247
4 C -0.30 0.45 3.48  -0.386
5 C -1.01 -0.46 2.71  -0.416
6 C -2.32 -0.19 2.33  -0.725
7 C -2.91 1.00 2.76  -0.454
8 C -2.18 1.95 3.48  -0.699
9 C -0.84 1.69 3.82  -0.255
10 H 3.73 1.65 3.10  0.284
11 H 3.89 0.41 4.39  0.139
12 H 3.27 -0.07 2.78  0.334
13 H 1.43 -0.76 3.26  0.909
14 H -0.50 -1.39 2.46  0.411
15 H -2.86 -0.93 1.74  0.391
16 H -3.95 1.19 2.50  0.367
17 H -2.64 2.89 3.79  0.380
18 H -0.23 2.43 4.34  0.493
19 C 0.89 -5.14 6.98  -1.213
20 C 0.72 -4.36 5.70  -0.191
21 O 0.93 -2.96 6.07  -0.261
22 C 0.74 -2.18 5.00  -0.251
23 C 0.93 -0.68 5.25  0.992
24 N 2.12 -0.57 6.08  -0.301
25 C 2.58 0.39 6.81  -0.218
26 C 2.05 1.78 6.94  0.767
27 C 2.94 2.87 6.90  -0.542
28 C 2.50 4.18 7.10  -0.879
29 C 1.13 4.43 7.26  -0.438
30 C 0.23 3.36 7.25  -0.730
31 C 0.68 2.05 7.10  -0.187
32 C 3.87 0.01 7.47  0.915
33 C 4.53 0.79 8.44  -0.233
34 C 5.81 0.43 8.87  -0.800
35 C 6.41 -0.74 8.40  -0.419
36 C 5.72 -1.56 7.49  -0.652
37 C 4.45 -1.19 7.06  -0.609
38 O 0.48 -2.67 3.91  -0.631
39 H 0.82 -6.21 6.79  0.400
40 H 1.87 -4.93 7.43  0.300
41 H 0.10 -4.87 7.68  0.293
42 H 1.46 -4.65 4.94  0.312
43 H -0.29 -4.46 5.29  0.308
44 H 0.04 -0.32 5.81  0.349
45 H 4.01 2.68 6.74  0.648
46 H 3.22 4.99 7.15  0.394
47 H 0.77 5.45 7.40  0.395
48 H -0.84 3.54 7.38  0.426
49 H -0.01 1.21 7.14  0.413
50 H 4.03 1.66 8.85  0.593
51 H 6.34 1.07 9.57  0.371
52 H 7.41 -1.03 8.74  0.373
53 H 6.16 -2.49 7.12  0.390
54 H 3.88 -1.84 6.38  0.364